No. 1
This record from the Open Molecules 2025 dataset describes a molecular structure, C13H15DyN6OS2. The level of theory is ωB97M-V with the def2-TZVPD basis set.

```
38
Properties=species:S:1:pos:R:3:forces:R:3:mulliken_charge:R:1
Dy 1.058 1.137 -1.452 -0.37 -0.52 0.44 1.1734
C -1.404 -3.877 -2.138 -0.09 0.16 0.14 -0.8379
N -1.922 -2.761 -1.339 -0.05 -0.02 0.03 0.1017
C -2.963 -2.851 -0.437 -0.02 0.11 0.08 -0.4930
C -3.170 -1.623 0.064 0.01 -0.05 -0.04 -0.4387
N -2.251 -0.764 -0.549 0.03 -0.11 -0.03 0.3682
C -1.474 -1.502 -1.398 0.16 0.08 -0.09 0.1816
S -0.169 -1.069 -2.413 -0.05 -0.02 -0.17 -0.2622
C -2.296 0.641 -0.360 -0.02 0.04 -0.04 0.6565
C -3.497 1.223 0.025 0.12 0.12 -0.02 -0.7893
C -3.519 2.575 0.325 -0.05 0.02 0.01 -0.4922
C -2.356 3.324 0.220 0.12 -0.16 -0.08 -0.9516
C -1.227 2.673 -0.227 -0.09 0.08 -0.11 0.0642
N -1.182 1.360 -0.529 0.06 0.05 0.15 -0.1406
H -1.988 -4.756 -1.882 0.04 -0.03 -0.04 0.3151
H -0.356 -4.038 -1.898 0.01 -0.03 -0.06 0.3363
H -1.521 -3.643 -3.193 0.06 -0.06 -0.02 0.3781
H -3.446 -3.788 -0.224 -0.03 0.00 0.03 0.4598
H -3.842 -1.278 0.826 -0.06 -0.06 0.01 0.5014
H -4.409 0.650 0.071 0.02 -0.06 0.00 0.5083
H -4.449 3.035 0.630 0.01 0.03 0.00 0.4500
H -2.318 4.378 0.454 -0.05 0.02 0.00 0.4385
H -0.300 3.230 -0.370 -0.06 0.05 0.08 0.5148
C 4.739 0.434 2.977 -0.15 -0.07 -0.11 -0.7795
N 3.674 0.104 2.020 -0.01 0.00 -0.08 0.0537
C 3.032 -1.105 1.912 -0.03 0.04 0.06 -0.2548
C 2.136 -0.978 0.902 0.05 -0.08 -0.10 -0.6239
N 2.236 0.298 0.371 0.06 0.06 0.13 -0.0488
C 3.177 0.915 1.088 0.08 0.07 0.04 -0.3670
H 4.892 -0.430 3.615 0.04 0.03 0.03 0.2818
H 4.429 1.283 3.580 0.08 0.02 0.02 0.3434
H 5.654 0.652 2.433 0.03 0.04 0.07 0.3421
H 3.277 -1.927 2.561 -0.05 -0.06 -0.01 0.4182
H 1.453 -1.706 0.500 0.02 -0.03 0.02 0.4421
H 3.507 1.934 0.960 -0.04 0.00 -0.06 0.4912
O 2.017 3.219 -1.181 -0.11 -0.30 -0.19 -0.5010
S 2.571 3.137 -2.617 0.43 0.51 -0.41 0.5570
N 2.207 1.892 -3.328 -0.09 0.11 0.32 -0.3970
```
Forces are in eV/Å.

Computed properties:
Total charge = +2
2S+1 = 6
HOMO level (alpha / beta) = -14.827 / -14.833 eV
E_tot = -2589.1611 a.u.
Kohn-Sham gap (alpha / beta) = 0.3004 / 0.3021 Ha
<S²> = 9.33

No. 2
This record from the Open Molecules 2025 dataset describes a molecular structure, C13H15F5IrNPS2. The level of theory is ωB97M-V with the def2-TZVPD basis set.

```
38
Properties=species:S:1:pos:R:3:forces:R:3:mulliken_charge:R:1
Ir 0.037 0.438 -0.042 -0.39 0.10 0.36 0.8891
F -1.679 -3.599 5.171 -0.04 -0.05 0.12 -0.2164
C -1.483 -3.127 3.977 0.07 0.13 -0.18 0.6528
C -0.750 -1.939 3.821 -0.08 -0.18 0.16 -0.1886
F -0.275 -1.318 4.876 0.04 0.02 0.04 -0.2329
C -0.539 -1.456 2.561 -0.06 -0.20 -0.26 0.4753
F 0.192 -0.337 2.406 0.13 0.14 -0.16 -0.2964
C -1.042 -2.096 1.416 -0.19 -0.26 0.68 0.2623
S -0.820 -1.564 -0.190 0.61 0.38 -0.57 -0.1780
C -1.775 -3.291 1.609 0.12 0.30 -0.16 0.2396
F -2.258 -3.917 0.558 -0.03 -0.04 -0.07 -0.2649
C -1.991 -3.802 2.868 0.01 -0.04 0.17 0.1920
F -2.666 -4.914 3.032 -0.02 -0.01 0.00 -0.2173
C 4.706 -0.490 -1.351 0.00 0.00 0.01 -1.1602
C 3.401 -0.788 -0.600 -0.15 -0.07 0.26 -0.6154
P 2.097 0.372 -1.091 0.38 -0.28 -0.83 0.4606
C 1.947 0.177 -2.902 -0.47 -0.07 0.01 -0.6462
C 0.551 0.383 -3.499 0.07 0.09 0.00 -1.2271
C 2.686 2.036 -0.694 -0.25 0.20 0.27 -0.5554
C 1.494 2.887 -0.230 0.07 -0.14 -0.33 -1.3281
H 5.466 -1.191 -1.009 0.00 0.00 0.00 0.3893
H 5.078 0.515 -1.149 -0.01 0.00 -0.01 0.3435
H 4.601 -0.619 -2.426 0.00 0.01 0.00 0.3404
H 3.545 -0.698 0.479 -0.01 -0.05 0.01 0.4327
H 3.048 -1.800 -0.811 -0.02 -0.01 0.03 0.4087
H 2.290 -0.836 -3.124 0.08 0.01 0.03 0.4587
H 2.652 0.881 -3.347 0.12 -0.08 0.02 0.5175
H -0.204 -0.193 -2.966 -0.03 -0.04 -0.04 0.2489
H 0.548 0.048 -4.534 0.03 0.05 -0.01 0.3918
H 0.257 1.433 -3.490 -0.02 -0.02 0.04 0.3195
H 3.188 2.481 -1.554 0.02 0.02 0.01 0.5012
H 3.418 1.940 0.110 0.01 -0.02 0.00 0.4364
H 0.855 3.183 -1.060 -0.02 -0.01 0.02 0.3849
H 1.820 3.792 0.282 -0.07 -0.06 0.16 0.4079
H 0.867 2.338 0.524 0.07 0.20 0.13 0.3940
S -3.041 3.555 -1.428 -0.01 -0.02 0.01 -0.1235
C -2.054 2.412 -1.072 0.10 -0.07 -0.38 0.7650
N -1.301 1.514 -0.794 -0.05 0.06 0.44 -0.6617
```
Forces are in eV/Å.

Computed properties:
Total charge = +2
2S+1 = 2
HOMO level (alpha / beta) = -15.728 / -15.396 eV
E_tot = -2299.8011 a.u.
Kohn-Sham gap (alpha / beta) = 0.2372 / 0.1880 Ha
<S²> = 1.00

No. 3
This record from the Open Molecules 2025 dataset describes a molecular structure, C13H15F9LiO9 at a distorted geometry. The level of theory is ωB97M-V with the def2-TZVPD basis set.

```
47
Properties=species:S:1:pos:R:3:forces:R:3:mulliken_charge:R:1
Li 3.510 -8.084 10.734 -0.76 -0.42 -0.38 0.7771
C 3.889 -10.281 10.891 -0.54 -3.57 0.45 0.8804
O 4.285 -11.505 11.030 -0.01 1.76 0.14 -0.7933
O 2.986 -10.004 10.028 -0.58 1.51 -1.42 -0.8272
O 4.197 -9.337 11.707 1.63 0.95 1.17 -0.9161
C 2.652 -10.589 13.960 -1.78 0.64 -0.88 -1.0770
C 3.196 -9.220 14.216 -0.42 0.55 -0.18 0.3099
O 2.834 -8.777 15.596 -0.75 0.11 0.17 -0.3931
C 1.645 -8.262 15.762 -0.07 0.00 -3.48 0.2515
O 0.868 -7.940 14.860 1.15 -0.73 1.95 -0.4872
C 1.296 -8.081 17.204 -0.77 -0.10 0.25 0.9130
F 2.238 -7.498 17.918 0.86 -0.01 0.48 -0.2711
F 0.245 -7.288 17.244 -1.09 0.45 0.53 -0.2472
F 0.970 -9.261 17.769 0.17 0.21 0.03 -0.2687
H 2.614 -11.283 14.759 0.57 -0.44 1.24 0.4155
H 3.162 -11.042 13.130 0.34 -0.14 -0.48 0.3292
H 1.581 -10.458 13.698 0.42 -0.18 -0.17 0.1417
H 2.843 -8.510 13.424 0.31 -0.52 1.17 0.0493
H 4.245 -9.168 14.307 1.12 -0.13 -0.37 0.3159
C 1.493 -12.910 9.714 0.29 1.68 2.43 -1.3320
C 0.830 -11.816 10.663 0.87 -3.41 0.20 0.0806
O 0.096 -10.902 9.851 0.61 0.14 -0.36 -0.2191
C -0.819 -10.304 10.501 -2.22 0.45 3.15 0.5078
O -1.162 -10.463 11.697 1.05 0.78 -3.34 -0.6355
C -1.653 -9.349 9.586 -1.48 -0.52 0.90 0.8733
F -2.707 -8.913 10.351 0.83 0.02 -1.03 -0.2766
F -0.993 -8.266 9.149 -0.36 -0.82 -0.13 -0.1965
F -2.213 -10.060 8.545 0.94 1.14 0.81 -0.2740
H 1.980 -12.286 8.963 0.52 -0.71 -0.07 0.2578
H 0.768 -13.611 9.336 -0.45 -0.01 -0.35 0.4611
H 2.179 -13.473 10.417 -0.29 0.79 -1.23 0.3110
H 1.570 -11.326 11.324 -0.44 -0.01 -0.88 -0.1991
H 0.096 -12.365 11.283 0.26 0.51 -0.08 0.5700
C -0.645 -5.902 13.692 0.34 1.73 -0.69 -1.2930
C -0.714 -6.791 12.454 0.03 -1.09 1.22 0.1970
O -0.191 -6.109 11.259 -1.26 -0.10 0.63 -0.2701
C 1.026 -6.217 10.886 2.80 -0.92 0.18 0.6536
O 1.968 -6.800 11.426 -1.48 0.84 -0.83 -0.6650
C 1.263 -5.500 9.508 0.26 -0.33 -0.48 0.6993
F 2.231 -4.561 9.540 -0.46 -0.23 0.56 -0.2646
F 1.651 -6.377 8.566 -0.05 -0.19 0.51 -0.2294
F 0.140 -4.951 9.084 -0.31 0.55 -0.16 -0.2564
H -1.192 -4.937 13.506 0.60 -0.70 -0.02 0.3459
H 0.415 -5.677 13.982 -1.02 -0.23 -0.31 0.2505
H -1.143 -6.332 14.549 0.04 -0.53 0.03 0.4088
H -1.747 -7.102 12.237 0.38 0.55 -0.36 0.2732
H -0.187 -7.742 12.670 0.19 0.68 -0.51 0.1187
```
Forces are in eV/Å.

Computed properties:
Total charge = -1
HOMO level = -3.641 eV
E_tot = -2088.0267 a.u.
Kohn-Sham gap = 0.2218 Ha

No. 4
This record from the Open Molecules 2025 dataset describes a molecular structure, C13H15FeN4O4. The level of theory is ωB97M-V with the def2-TZVPD basis set.

```
37
Properties=species:S:1:pos:R:3:forces:R:3:mulliken_charge:R:1
Fe -1.509 -0.047 -1.968 -0.09 0.07 0.24 0.3243
O 4.939 -0.380 0.386 -0.02 -0.01 -0.02 -0.4902
C 4.726 -0.303 -1.003 -0.05 0.01 0.02 -0.5852
C 3.247 -0.327 -1.269 0.06 0.00 -0.01 0.4237
C 2.765 -0.313 -2.573 0.01 0.00 -0.02 -0.7908
C 1.406 -0.332 -2.780 0.01 0.00 0.07 -0.1680
N 0.522 -0.361 -1.771 0.10 -0.12 -0.23 -0.5389
C 0.979 -0.369 -0.508 -0.04 -0.02 0.09 0.5826
C 2.332 -0.354 -0.227 0.03 -0.02 0.02 -0.2894
C -0.064 -0.370 0.559 0.10 -0.05 -0.09 0.2579
C 0.226 -0.428 1.906 0.03 0.03 0.03 -0.1902
C -0.813 -0.395 2.832 0.01 0.03 0.02 0.7699
C -0.487 -0.426 4.307 0.02 0.02 0.00 -0.8809
O 0.436 0.588 4.649 0.02 -0.07 -0.01 -0.4879
C -2.112 -0.297 2.361 -0.02 -0.05 -0.02 -0.8707
C -2.329 -0.256 0.994 0.10 0.03 0.08 -0.2462
N -1.328 -0.298 0.116 -0.21 -0.11 0.05 -0.4096
H 5.883 -0.388 0.566 0.05 0.01 0.01 0.3140
H 5.188 -1.142 -1.535 0.00 -0.02 0.00 0.3596
H 5.135 0.622 -1.426 0.00 0.01 0.00 0.3519
H 3.437 -0.286 -3.421 -0.01 0.00 0.00 0.4655
H 0.999 -0.319 -3.782 -0.02 0.01 0.01 0.4299
H 2.699 -0.356 0.787 -0.01 0.01 0.00 0.6227
H 1.246 -0.484 2.259 -0.01 0.02 0.01 0.4249
H 0.005 -1.370 4.544 -0.03 -0.02 0.01 0.3088
H -1.405 -0.372 4.897 0.00 0.03 0.01 0.3897
H -0.012 1.440 4.663 -0.01 0.04 0.01 0.3246
H -2.952 -0.248 3.041 0.01 0.00 0.00 0.3929
H -3.327 -0.156 0.588 0.00 0.00 -0.02 0.4561
N -3.674 -0.250 -2.296 0.06 -0.14 -0.15 -0.4255
N -4.123 1.015 -1.842 -0.12 0.00 0.23 -0.1704
C -3.232 2.113 -1.973 0.19 -0.03 -0.05 0.7193
O -3.660 3.230 -1.881 -0.04 -0.05 0.00 -0.5885
O -1.989 1.741 -2.146 -0.05 0.48 -0.18 -0.6001
H -3.927 -0.401 -3.271 -0.04 0.00 -0.02 0.2861
H -4.138 -0.968 -1.751 0.01 -0.05 0.03 0.2810
H -5.088 1.246 -2.032 -0.03 -0.01 -0.10 0.2470
```
Forces are in eV/Å.

Computed properties:
Total charge = +1
2S+1 = 5
HOMO level (alpha / beta) = -12.500 / -12.675 eV
E_tot = -2287.9175 a.u.
Kohn-Sham gap (alpha / beta) = 0.3235 / 0.3202 Ha
<S²> = 6.01

No. 5
This record from the Open Molecules 2025 dataset describes a molecular structure, C13H15FeN5OSSe. The level of theory is ωB97M-V with the def2-TZVPD basis set.

```
37
Properties=species:S:1:pos:R:3:forces:R:3:mulliken_charge:R:1
Fe 1.726 -0.299 1.450 0.60 -0.04 -0.38 0.3339
N 5.256 -0.483 -0.881 0.03 0.03 -0.06 -0.4230
C 4.022 -0.680 -0.345 -0.01 -0.11 -0.02 0.5771
S 3.986 -0.915 1.394 0.02 0.07 0.10 -0.4254
N 3.023 -0.740 -1.183 0.02 0.02 0.09 -1.0141
N 1.819 -0.924 -0.539 -0.21 -0.08 -0.09 0.7011
C 0.840 -1.359 -1.238 -0.02 0.07 0.14 -0.4065
C -0.497 -1.605 -0.707 0.08 -0.09 0.01 0.5108
C -1.447 -2.122 -1.596 -0.03 0.05 0.01 -0.7077
C -2.718 -2.475 -1.190 0.00 0.04 -0.05 -0.7667
C -3.058 -2.320 0.152 -0.01 0.00 0.06 -0.4078
C -2.150 -1.801 1.052 -0.01 0.04 -0.08 -0.4850
C -0.860 -1.416 0.652 0.15 0.06 0.01 0.6365
O -0.054 -0.884 1.550 -0.35 -0.38 0.19 -0.8623
H 5.993 -0.210 -0.257 0.00 0.00 0.00 0.2019
H 5.291 -0.149 -1.830 0.01 -0.04 -0.01 0.2491
H 1.017 -1.581 -2.291 0.00 -0.01 -0.01 0.2867
H -1.160 -2.246 -2.634 0.02 -0.05 -0.01 0.3658
H -3.429 -2.879 -1.897 0.00 0.00 0.00 0.4167
H -4.041 -2.613 0.498 -0.01 0.01 -0.01 0.3859
H -2.408 -1.672 2.096 0.01 -0.02 0.02 0.4720
C -0.983 1.741 2.953 0.07 0.02 0.05 -0.9098
N -1.056 1.801 1.506 -0.05 0.22 0.01 0.3456
C -2.193 1.612 0.753 0.01 0.00 -0.11 -0.4591
C -1.827 1.686 -0.545 -0.09 0.01 0.06 -0.4435
N -0.469 1.917 -0.566 0.01 -0.02 0.10 0.3506
C 0.359 2.032 -1.755 0.02 0.04 0.01 -0.8586
C -0.001 1.987 0.696 0.11 0.07 -0.25 -0.2571
Se 1.791 2.242 1.161 -0.24 0.09 0.29 -0.2600
H -1.986 1.576 3.335 0.00 0.01 0.02 0.3226
H -0.577 2.672 3.343 -0.01 0.00 0.00 0.3630
H -0.341 0.912 3.248 -0.07 0.01 0.00 0.3178
H -3.151 1.430 1.204 -0.01 -0.02 -0.01 0.4439
H -2.402 1.582 -1.446 -0.01 -0.02 -0.01 0.4540
H -0.284 1.921 -2.624 0.02 -0.01 -0.01 0.2879
H 1.123 1.256 -1.748 0.00 0.04 -0.02 0.2821
H 0.847 3.005 -1.771 -0.01 0.00 -0.02 0.3817
```
Forces are in eV/Å.

Computed properties:
Total charge = 0
2S+1 = 5
HOMO level (alpha / beta) = -7.372 / -7.534 eV
E_tot = -4916.7937 a.u.
Kohn-Sham gap (alpha / beta) = 0.2908 / 0.2945 Ha
<S²> = 6.02

No. 6
This record from the Open Molecules 2025 dataset describes a molecular structure, C13H15I at a distorted geometry. The level of theory is ωB97M-V with the def2-TZVPD basis set.

```
29
Properties=species:S:1:pos:R:3:forces:R:3:mulliken_charge:R:1
C -0.214 -1.854 0.324 -0.02 0.12 0.22 -0.8728
C -1.219 -1.124 -0.156 0.36 -0.30 -0.17 0.0206
C 1.363 2.412 -0.298 0.33 0.20 -0.24 -0.7918
C -0.144 2.624 -0.577 -0.17 0.08 -0.13 -1.0243
C -0.761 0.079 -0.902 -1.01 0.28 -1.59 0.4185
C 1.167 -1.485 -0.017 -0.44 0.34 -2.67 1.3993
C 1.028 0.968 -0.050 0.83 -0.55 -2.18 0.6470
C 0.750 -0.030 -1.299 -2.18 -0.53 2.84 -0.7841
C -0.458 1.248 0.065 -0.28 0.03 0.04 0.8663
C 1.732 -0.225 0.286 3.43 0.57 3.29 -0.7621
C -2.672 -1.396 0.045 0.03 0.01 0.03 -1.4005
C 2.050 -2.666 -0.293 0.01 -0.10 -0.37 -2.0451
C -1.166 1.343 1.398 0.08 -0.17 -0.12 -1.8125
I 3.850 0.023 0.163 0.08 0.00 0.59 -0.0306
H -0.348 -2.771 0.877 -0.20 -0.18 0.10 0.5643
H 2.052 2.609 -1.118 0.05 0.06 0.06 0.3889
H 1.707 2.933 0.596 0.01 -0.04 0.06 0.3156
H -0.604 3.473 -0.077 -0.06 0.03 -0.02 0.3972
H -0.369 2.661 -1.640 -0.04 0.02 -0.08 0.2939
H -1.396 0.336 -1.751 -0.51 0.06 0.10 0.6702
H -2.834 -2.441 0.303 -0.04 0.00 0.03 0.4135
H -3.227 -1.160 -0.862 -0.09 -0.02 -0.03 0.3504
H -3.074 -0.779 0.851 -0.07 0.03 -0.02 0.2426
H 2.827 -2.426 -1.017 -0.01 -0.05 0.11 0.5146
H 1.451 -3.486 -0.684 0.03 -0.08 0.00 0.4435
H 2.532 -2.999 0.632 0.02 0.07 0.00 0.3887
H -1.145 0.396 1.935 0.00 -0.02 0.05 0.3434
H -2.202 1.642 1.247 -0.13 0.06 0.06 0.3626
H -0.678 2.095 2.018 0.01 0.05 0.05 0.4828
```
Forces are in eV/Å.

Computed properties:
Total charge = 0
2S+1 = 3
HOMO level (alpha / beta) = -4.966 / -8.713 eV
E_tot = -801.7460 a.u.
Kohn-Sham gap (alpha / beta) = 0.2076 / 0.2628 Ha
<S²> = 2.01

No. 7
This record from the Open Molecules 2025 dataset describes a molecular structure, C13H15N2O2Pd. The level of theory is ωB97M-V with the def2-TZVPD basis set.

```
33
Properties=species:S:1:pos:R:3:forces:R:3:mulliken_charge:R:1
Pd 1.370 -0.567 -1.599 -0.66 -0.19 0.16 0.4437
C -1.271 -0.974 -5.043 -0.04 0.01 0.00 -1.2175
C -0.864 -0.647 -3.643 -0.08 0.11 0.01 1.0324
O 0.282 -1.020 -3.292 0.15 -0.18 -0.13 -0.5871
C -1.807 0.057 -2.824 0.03 -0.11 -0.48 -0.9355
C -1.706 0.321 -1.494 0.11 0.09 0.70 0.8502
C -2.825 0.963 -0.731 0.08 -0.04 -0.04 -1.2056
N -0.588 -0.041 -0.804 0.13 0.12 -0.45 0.0884
N -0.570 0.065 0.492 -0.01 -0.14 0.20 -0.3663
C 0.487 -0.599 1.033 -0.16 0.03 0.02 1.0639
O 1.242 -1.347 0.325 0.22 0.13 0.08 -0.8909
C 0.719 -0.430 2.457 0.02 -0.08 -0.08 0.4880
C -0.228 0.232 3.244 -0.10 0.07 0.12 -0.2083
C 0.032 0.451 4.583 -0.02 0.00 0.00 -0.6922
C 1.232 0.017 5.135 0.01 0.01 0.04 -0.3264
C 2.170 -0.654 4.358 0.00 -0.03 -0.06 -0.6361
C 1.915 -0.884 3.019 0.05 -0.05 0.05 -0.4578
H -0.475 -1.497 -5.561 0.02 -0.01 -0.01 0.3501
H -1.514 -0.048 -5.571 -0.01 -0.03 0.01 0.3513
H -2.174 -1.588 -5.028 0.01 0.02 -0.01 0.3481
H -2.731 0.337 -3.310 0.03 -0.01 -0.04 0.3349
H -3.672 1.149 -1.385 0.01 0.01 0.01 0.3600
H -2.482 1.902 -0.295 0.00 -0.01 0.00 0.3329
H -3.132 0.323 0.096 0.00 -0.01 -0.02 0.3432
H -1.159 0.560 2.802 0.06 0.01 0.01 0.4396
H -0.698 0.959 5.200 0.03 -0.01 -0.02 0.4035
H 1.436 0.204 6.182 0.00 -0.02 -0.01 0.3974
H 3.098 -0.993 4.799 -0.02 0.01 -0.01 0.4059
H 2.631 -1.406 2.398 -0.01 0.02 0.02 0.3927
C 2.692 1.145 -1.413 0.28 0.36 -0.08 -0.8880
H 2.958 1.463 -2.416 -0.03 -0.06 -0.06 0.3705
H 3.505 0.671 -0.868 0.01 -0.08 0.02 0.3403
H 2.128 1.875 -0.848 -0.07 0.04 0.04 0.2747
```
Forces are in eV/Å.

Computed properties:
Total charge = +1
2S+1 = 5
HOMO level (alpha / beta) = -11.568 / -12.571 eV
E_tot = -891.8442 a.u.
Kohn-Sham gap (alpha / beta) = 0.2895 / 0.2377 Ha
<S²> = 6.04